*P*
Below is a gas-phase ion, C4H9N4 (charge +1), with properties calculated with ωB97M-V/def2-TZVPD.

Summary:
**E_HOMO**: -13.85 eV
**LUMO energy**: -3.80 eV
**Charge**: +1
**SMILES string**: C[C@H](N)[n+]1cnc[nH]1
**HOMO-LUMO gap**: 0.369 Eh
**2S+1**: 1
**Molar mass**: 113.1 Da

Each line ends with the Mulliken charge.
Atoms and positions in Å:
N -1.3585 -0.7657 1.1447  -0.5295
N 2.5655 0.3461 0.7366  -0.3727
N 0.4721 -0.1107 -0.0322  0.2471
N 1.3857 -0.7813 -0.6888  -0.1940
C -1.0213 -0.2651 -0.1573  0.0396
C -1.6995 1.0628 -0.6761  -0.9123
C 1.3643 0.6727 0.9213  -0.0116
C 2.5843 -0.5386 -0.3062  -0.0211
H -1.4380 -0.0250 1.8365  0.2040
H -1.2007 -1.0048 -0.9884  0.4293
H 1.1061 1.4031 1.7614  0.3360
H -1.0236 1.4933 -1.4579  0.3260
H -1.9713 -1.5473 1.1595  0.2132
H 1.2989 -1.3366 -1.5579  0.2976
H -2.6806 0.7124 -1.2111  0.3104
H -1.8456 1.6892 0.2749  0.2603
H 3.4623 -1.0042 -0.7591  0.3778

*Q*
Below is a gas-phase ion, C4H9N4 (charge +1), with properties calculated with ωB97M-V/def2-TZVPD.

Summary:
**E_HOMO**: -13.47 eV
**LUMO energy**: -4.55 eV
**Charge**: +1
**SMILES string**: CN1CNC(=[NH2+])C=N1
**HOMO-LUMO gap**: 0.328 Eh
**2S+1**: 1
**Molar mass**: 113.1 Da

Each line ends with the Mulliken charge.
Atoms and positions in Å:
N 0.3909 -1.4668 0.1443  -0.5631
N -2.9547 -0.3398 -0.3045  -0.4068
N -0.9549 0.8647 -0.2756  -0.2444
N 1.1082 -0.3765 0.0368  0.5626
C 2.3754 -0.4760 -0.5888  -0.7623
C -0.9126 -1.3317 0.4646  -0.8016
C -1.6250 -0.2468 -0.0307  0.8846
C 0.3918 0.8965 0.4473  -0.4454
H 3.2755 -0.8836 -0.0142  0.2740
H 0.0431 0.8488 1.5414  0.3185
H -1.1040 1.4493 -1.0388  0.2589
H -3.2892 0.2048 -1.0391  0.2496
H -3.2936 -1.2295 -0.3501  0.2362
H 2.2357 -1.0492 -1.4801  0.3316
H -1.4381 -2.1608 0.6952  0.4467
H 2.5493 0.4746 -0.9802  0.3336
H 0.9209 1.7991 0.0764  0.3273

Which is most stable, and by how much? *Q*, by 0.0154 hartree.

*P*
Below is a gas-phase ion, C4H9N4 (charge +1), with properties calculated with ωB97M-V/def2-TZVPD.

Summary:
**E_HOMO**: -13.29 eV
**LUMO energy**: -3.98 eV
**Charge**: +1
**SMILES string**: N[C@H]1NC=CC(=[NH2+])N1
**HOMO-LUMO gap**: 0.342 Eh
**2S+1**: 1
**Molar mass**: 113.1 Da

Each line ends with the Mulliken charge.
Atoms and positions in Å:
N -0.0130 1.4811 0.6957  -0.3335
N 0.0489 0.2020 -1.2669  -0.2834
N 1.9364 0.2458 -0.0465  -0.0585
N -1.7110 -1.1916 -1.1330  -0.4623
C -0.5369 -0.7288 -0.5506  0.8282
C 0.8238 1.0995 -0.3631  -0.4601
C 0.2243 -1.2916 0.5012  -1.1097
C 1.5835 -0.8271 0.6285  -0.0133
H -1.9591 -0.4254 -1.7006  0.2263
H -0.3720 0.8128 1.3794  0.2473
H 2.8348 0.4015 -0.4856  0.2719
H -0.1824 -1.9239 1.2314  0.4413
H 0.8997 1.9376 -1.1286  0.4264
H 2.4559 -1.3914 1.0305  0.4292
H -0.0049 0.2503 -2.3550  0.3529
H -0.0822 2.4813 0.9980  0.2223
H -2.4010 -1.9777 -0.9046  0.2749

*Q*
Below is 2 unconnected molecules or ions with the total composition C4H9N4, with properties calculated with ωB97M-V/def2-TZVPD.

Summary:
**E_HOMO**: -14.04 eV
**LUMO energy**: -6.69 eV
**Charge**: +1
**HOMO-LUMO gap**: 0.270 Eh
**2S+1**: 1
**Molar mass**: 113.1 Da

Each line ends with the Mulliken charge.
Atoms and positions in Å:
N -0.3909 -0.1003 -0.2103  -0.1720
N -2.5908 -1.1820 -2.4368  -0.8006
N 2.8498 -0.4479 0.4958  -0.0928
N 2.6127 0.2783 1.5322  -0.3837
C 1.8936 -1.0550 -0.0594  -0.5219
C 0.7549 -0.3340 0.3027  1.0280
C 1.3336 0.6233 1.3994  0.3856
C 0.5942 1.7071 2.0278  -1.0392
H 0.1770 1.2230 2.9113  0.3287
H 1.2801 2.4907 2.4221  0.3562
H -3.2612 -0.3067 -2.4833  0.2633
H -3.0295 -2.0880 -2.1212  0.2520
H -0.2558 2.0221 1.2798  0.2666
H -0.9366 -0.6815 -0.8766  0.2857
H -0.8982 0.7927 -0.0521  0.1926
H -2.0396 -1.2504 -3.2146  0.2371
H 1.9067 -1.6913 -0.9168  0.4146

*R*
Below is 2 unconnected molecules or ions with the total composition C4H9N4, with properties calculated with ωB97M-V/def2-TZVPD.

Summary:
**E_HOMO**: -16.32 eV
**LUMO energy**: -6.20 eV
**Charge**: +1
**HOMO-LUMO gap**: 0.372 Eh
**2S+1**: 1
**Molar mass**: 113.1 Da

Each line ends with the Mulliken charge.
Atoms and positions in Å:
N 0.3213 0.5772 -0.4941  0.9293
N 0.4187 1.1832 -1.5903  -0.7069
N -2.6133 2.2439 -2.4125  -0.1789
N -2.6329 1.5452 -1.5884  0.1619
C -0.2701 -1.1661 1.1651  -0.4936
C -0.7652 -0.0894 0.0088  -0.6635
C 1.2714 -1.0908 0.8629  -0.5923
C 1.4151 0.3091 0.4498  -0.4595
H 2.2927 0.6491 -0.0845  0.3972
H 1.9605 -1.3748 1.6948  0.3474
H -1.2196 -0.6244 -0.8557  0.4577
H -1.5386 0.6052 0.4626  0.3275
H -0.6522 -2.1367 0.7574  0.3009
H -0.5384 -0.6321 2.0340  0.3632
H -0.3064 1.0622 -2.0360  0.2354
H 1.4886 -1.9438 0.2635  0.3055
H 1.3685 0.8829 1.3628  0.2686

Which is most stable, and by how much? *P*, by 0.0679 hartree.